{"formula": "C40H68N4O5", "method": "the ωB97M-V functional and the def2-TZVPD basis", "species": ["C", "C", "C", "C", "C", "C", "C", "C", "O", "C", "C", "C", "O", "C", "C", "N", "C", "C", "C", "N", "C", "C", "C", "C", "C", "C", "O", "H", "H", "H", "H", "H", "H", "H", "H", "H", "H", "H", "H", "H", "H", "H", "H", "H", "H", "H", "H", "H", "H", "H", "H", "H", "H", "H", "H", "H", "H", "H", "H", "C", "C", "C", "C", "C", "C", "N", "O", "C", "C", "C", "H", "H", "H", "H", "H", "H", "H", "H", "H", "H", "H", "H", "H", "H", "H", "H", "H", "H", "C", "C", "C", "C", "C", "C", "N", "O", "C", "C", "C", "H", "H", "H", "H", "H", "H", "H", "H", "H", "H", "H", "H", "H", "H", "H", "H", "H", "H"], "positions_angstrom": [[0.902586, 2.881543, 4.078846], [0.714132, 3.770825, 2.785917], [0.732359, 2.952896, 1.435351], [-0.592768, 2.140214, 1.168956], [-1.852852, 3.087651, 0.987676], [-2.601895, 3.262335, 2.395595], [-4.058824, 2.734561, 2.298581], [-4.414259, 1.473903, 2.659881], [-3.512247, 0.552614, 3.181648], [-3.753906, 0.325455, 4.578599], [-3.131459, 1.463872, 5.502504], [-5.902211, 0.982374, 2.509870], [-6.175946, -0.129902, 2.130988], [-6.956217, 2.079650, 2.846447], [-8.211011, 1.795293, 3.498502], [-8.620845, 0.471376, 3.886053], [-9.146762, 2.902599, 3.796147], [-8.739777, 4.241419, 3.454144], [-7.460270, 4.578192, 2.792774], [-7.142742, 5.945206, 2.513920], [-6.791601, 6.635545, 3.786686], [-5.485668, 7.503319, 3.729639], [-4.196824, 6.735971, 3.251614], [-2.971979, 7.753100, 3.103426], [-6.569678, 3.468430, 2.483123], [-5.195787, 3.673628, 1.770906], [-5.023145, 4.456719, 0.867058], [0.338869, 3.331287, 4.941003], [0.556060, 1.834032, 3.905118], [1.989175, 2.926649, 4.356380], [1.562705, 4.512227, 2.735350], [-0.219531, 4.389708, 2.835485], [0.786754, 3.725327, 0.612859], [1.648704, 2.303817, 1.359987], [-0.846691, 1.415298, 1.983956], [-0.442343, 1.576567, 0.208341], [-2.577279, 2.707556, 0.220354], [-1.451830, 4.067963, 0.607699], [-2.637335, 4.373203, 2.579030], [-2.005448, 2.779751, 3.205110], [-3.336593, -0.660198, 4.924721], [-4.848519, 0.290850, 4.840056], [-3.591669, 1.375258, 6.524761], [-2.024737, 1.331868, 5.543925], [-3.449347, 2.437136, 5.044221], [-8.068414, -0.258729, 3.432958], [-8.443920, 0.381229, 4.892338], [-10.118815, 2.638251, 4.268110], [-9.459567, 5.062949, 3.699710], [-6.417966, 6.034521, 1.802910], [-7.636913, 7.354769, 4.007768], [-6.770309, 5.942364, 4.675205], [-5.588151, 8.417589, 3.088651], [-5.266003, 7.869837, 4.774603], [-4.399180, 6.374151, 2.209597], [-3.937788, 5.838156, 3.869545], [-2.945498, 8.514400, 3.917056], [-2.053823, 7.119692, 3.032633], [-3.101941, 8.212012, 2.083052], [0.200944, -1.621927, -4.845907], [1.101504, -1.133775, -3.680324], [2.318330, -2.063108, -3.486094], [2.023360, -3.350059, -2.730519], [1.314048, -3.041157, -1.418850], [0.036650, -2.215226, -1.628804], [0.272724, -0.981751, -2.445080], [0.874465, -0.097997, -1.661012], [-1.025794, -3.123793, -2.292169], [-0.579581, -1.889392, -0.254904], [1.663318, 0.204457, -4.206427], [-0.681553, -2.172470, -4.534271], [-0.192165, -0.779939, -5.421240], [0.754117, -2.260919, -5.538209], [3.097968, -1.527679, -2.931710], [2.761001, -2.309218, -4.454961], [1.429768, -4.027946, -3.352668], [2.960822, -3.871753, -2.521660], [1.076795, -3.977197, -0.905453], [2.004536, -2.500743, -0.760600], [-1.926563, -2.558914, -2.544369], [-1.324369, -3.924363, -1.611041], [-0.667877, -3.628722, -3.188580], [0.114312, -1.356332, 0.397962], [-0.854851, -2.806531, 0.270364], [-1.484703, -1.286124, -0.361313], [0.875415, 0.954673, -4.308727], [2.114581, 0.060657, -5.191323], [2.441132, 0.614841, -3.560328], [7.593872, -5.647734, -5.759165], [7.218421, -4.599431, -4.678399], [8.468603, -4.102522, -3.922645], [8.978546, -5.046298, -2.842496], [7.844903, -5.429765, -1.900560], [6.647252, -6.034527, -2.647587], [6.173097, -5.171659, -3.776064], [5.500959, -4.159660, -3.245080], [7.050682, -7.439300, -3.156019], [5.524686, -6.329695, -1.635223], [6.715433, -3.400383, -5.510806], [7.424966, -6.679248, -5.465247], [6.990501, -5.519062, -6.661102], [8.642643, -5.561848, -6.052701], [8.242798, -3.143367, -3.442007], [9.276369, -3.896351, -4.629932], [9.434519, -5.931850, -3.296318], [9.771685, -4.554274, -2.273633], [8.217236, -6.135905, -1.153347], [7.527742, -4.539245, -1.345397], [6.261676, -7.878082, -3.771535], [7.221671, -8.116392, -2.315647], [7.980484, -7.446238, -3.723359], [5.217470, -5.440454, -1.081548], [5.858807, -7.056162, -0.891400], [4.645436, -6.747089, -2.132255], [5.784474, -3.639067, -6.030701], [7.457456, -3.130217, -6.266157], [6.546219, -2.510044, -4.902795]], "forces_ev_per_a": [[0.0, 0.9, -0.2], [0.5, -0.1, -0.2], [-0.7, 0.6, 0.1], [-0.2, 0.1, -0.7], [0.7, -0.2, 0.5], [-0.4, 0.9, -1.4], [-0.1, -0.2, 0.5], [-0.5, 0.4, 0.2], [-0.7, 0.4, 0.0], [-0.1, 0.3, 2.1], [-0.8, -0.7, -0.8], [0.1, 1.5, 0.2], [0.1, 0.2, 0.5], [-0.2, 1.2, -0.1], [0.1, 1.4, -0.5], [0.8, 0.5, 0.3], [2.8, 0.2, -1.1], [0.2, -0.9, 0.1], [-0.4, -2.3, -0.2], [0.2, -1.1, 1.0], [-0.5, 1.7, 0.5], [0.8, -0.6, 0.5], [-0.1, 0.9, -0.7], [-0.8, -1.3, -0.8], [-1.2, -0.2, 0.6], [-0.3, -1.5, 0.8], [0.0, 0.0, 0.6], [0.4, -0.5, -0.7], [0.4, 0.8, 0.2], [-1.0, -0.5, -0.2], [-0.8, -0.7, 0.1], [0.7, -0.6, 0.0], [0.1, -0.9, 0.6], [-0.9, 0.5, 0.2], [0.5, 0.4, -0.7], [-0.1, 0.3, 1.0], [0.8, 0.2, 0.7], [-0.7, -0.7, 0.4], [-0.1, -1.1, 0.1], [-0.8, 0.2, -0.6], [-0.2, 0.8, -1.0], [0.8, 0.0, -0.7], [0.6, 0.1, -0.9], [-0.8, 0.4, 0.0], [0.6, -0.7, 0.6], [-0.1, 0.4, 0.0], [-0.4, -0.1, -0.4], [0.9, 0.5, -0.5], [0.9, -0.7, -0.4], [-0.2, -0.3, 0.3], [0.8, -0.7, -0.1], [0.2, 0.4, -1.1], [-0.2, -0.8, 0.4], [-0.4, -0.2, -1.0], [0.3, 0.0, 0.9], [-0.3, 0.8, -0.2], [0.2, -0.6, -0.7], [-0.4, 0.9, 0.3], [0.2, 0.0, 1.2], [-0.4, -0.3, 0.0], [-0.2, -0.1, -2.2], [0.1, -0.2, 0.5], [0.0, -0.1, 0.0], [0.4, 0.2, -0.2], [-1.6, -1.6, 0.4], [2.9, 0.8, 1.9], [-1.1, -0.2, -0.7], [0.0, -0.1, -0.3], [0.3, 0.7, 0.0], [0.0, 0.3, 0.7], [0.1, -0.1, 0.1], [0.2, 0.0, 0.1], [0.0, 0.1, 0.1], [-0.2, 0.1, 0.0], [-0.2, 0.2, 0.0], [-0.1, 0.0, 0.1], [0.0, 0.0, -0.1], [-0.2, 0.1, 0.0], [-0.1, 0.1, -0.1], [0.1, 0.0, 0.0], [0.1, 0.2, 0.1], [0.0, 0.1, 0.0], [0.0, 0.1, -0.2], [0.1, -0.1, -0.3], [0.1, 0.0, 0.0], [0.0, -0.1, 0.1], [-0.2, -0.3, 0.0], [-0.1, 0.0, 0.1], [0.0, -0.5, 0.0], [0.9, -0.3, -2.0], [0.0, 0.0, 0.6], [0.0, 0.0, -0.1], [0.2, 0.4, -0.2], [0.2, -2.2, 0.6], [0.2, 2.9, 2.0], [-0.1, -1.1, -0.8], [0.2, 0.0, -0.3], [-0.4, 0.7, -0.1], [-0.6, 0.2, 0.6], [0.1, 0.0, 0.2], [0.0, 0.2, 0.1], [-0.1, 0.1, 0.0], [-0.2, -0.1, -0.1], [-0.2, 0.0, -0.2], [-0.1, 0.0, 0.0], [0.0, 0.0, -0.1], [-0.2, -0.1, -0.1], [-0.1, 0.0, -0.1], [0.0, 0.1, 0.0], [-0.1, 0.2, 0.1], [-0.1, 0.0, -0.1], [0.0, 0.0, -0.2], [0.2, 0.0, -0.2], [0.0, 0.1, 0.0], [0.0, 0.0, 0.1], [0.1, -0.3, 0.1], [-0.1, -0.1, 0.1]], "total_energy_ev": -58774.434, "e_above_lowest_kj_mol": 346.5, "multiplicity": 3}